The following is a DFT calculation (ωB97M-V/def2-TZVPD) of a structure of composition C25H37Br2N2O2.

Each line ends with the Mulliken charge.
Geometry (Å):
C (2.932, -1.724, 1.512)  -1.365
C (2.639, -0.264, 1.865)  0.231
O (2.544, 0.541, 0.672)  -0.440
C (1.331, 1.120, 0.402)  0.278
C (0.723, 1.961, 1.528)  -1.223
C (-0.320, 1.287, 2.443)  -0.244
C (0.011, 1.404, 3.934)  -0.806
C (-1.214, 1.214, 4.813)  -0.947
N (-1.653, -0.167, 4.842)  0.350
C (-0.873, -1.297, 4.782)  -0.279
C (-1.690, -2.399, 4.865)  -0.701
C (-3.025, -1.924, 4.983)  -0.567
C (-2.965, -0.554, 4.967)  -0.429
N (0.405, 0.028, -0.167)  0.236
C (0.540, 0.075, -1.652)  -0.747
C (-0.607, -0.616, -2.361)  -0.571
C (-0.691, -2.117, -2.163)  -0.023
C (-1.737, -2.783, -2.782)  -0.458
C (-1.890, -4.138, -2.643)  -0.698
C (-1.001, -4.865, -1.869)  -0.460
C (0.050, -4.220, -1.259)  -1.025
C (0.209, -2.860, -1.413)  -0.021
C (0.820, 1.562, -1.913)  -0.276
C (1.834, 1.826, -3.055)  -1.221
C (1.783, 0.949, -4.317)  -1.147
C (-0.393, 2.512, -2.064)  -0.999
Br (-1.763, 2.268, -0.696)  0.026
C (-0.954, 2.494, -3.526)  0.390
C (-0.523, 3.749, -4.308)  -1.209
Br (-2.909, 2.379, -3.594)  -0.112
O (1.565, 1.925, -0.727)  -0.430
H (3.720, -2.138, 2.136)  0.386
H (3.204, -1.811, 0.460)  0.291
H (2.051, -2.351, 1.679)  0.385
H (3.428, 0.155, 2.487)  0.554
H (1.713, -0.205, 2.434)  -0.270
H (0.323, 2.852, 1.055)  0.495
H (1.581, 2.286, 2.121)  0.571
H (-1.280, 1.780, 2.280)  0.453
H (-0.440, 0.230, 2.185)  0.393
H (0.797, 0.696, 4.200)  0.187
H (0.418, 2.400, 4.125)  0.492
H (-2.026, 1.822, 4.416)  0.459
H (-0.991, 1.564, 5.823)  0.294
H (0.202, -1.258, 4.704)  0.363
H (-1.377, -3.430, 4.859)  0.455
H (-3.930, -2.499, 5.085)  0.428
H (-3.748, 0.185, 5.026)  0.372
H (-0.556, 0.073, 0.180)  0.636
H (0.761, -0.865, 0.184)  0.291
H (1.486, -0.427, -1.872)  1.277
H (-1.545, -0.175, -2.013)  0.597
H (-0.565, -0.411, -3.428)  0.672
H (-2.439, -2.218, -3.384)  0.475
H (-2.707, -4.636, -3.145)  0.403
H (-1.132, -5.932, -1.752)  0.409
H (0.751, -4.789, -0.664)  0.437
H (1.083, -2.410, -0.956)  0.371
H (1.732, 2.875, -3.333)  0.379
H (2.814, 1.723, -2.593)  0.632
H (1.391, -0.049, -4.140)  0.321
H (2.797, 0.833, -4.698)  0.416
H (1.227, 1.429, -5.121)  0.280
H (-0.020, 3.515, -1.876)  0.759
H (-0.657, 1.595, -4.045)  0.202
H (0.116, 3.485, -5.150)  0.266
H (0.024, 4.446, -3.674)  0.363
H (-1.383, 4.289, -4.694)  0.392

Properties
- Spin multiplicity: 1
- Maximum force: 0.0277 Eh/bohr
- Net charge: +1
- HOMO: -0.3860 Eh